[1]
{"formula": "C24H21N3O3", "method": "the ωB97M-V functional and the def2-TZVPD basis", "elements": ["H", "H", "H", "H", "H", "H", "C", "C", "H", "H", "C", "C", "C", "H", "H", "H", "C", "C", "N", "N", "H", "H", "C", "H", "C", "C", "H", "C", "O", "O", "C", "C", "C", "C", "H", "C", "H", "N", "C", "C", "O", "H", "C", "C", "H", "C", "H", "C", "H", "C", "C"], "coordinates": [[-5.08, 0.11, -1.43], [-2.05, 2.92, 1.24], [2.65, -0.21, 1.45], [0.31, -0.28, 1.70], [1.11, 0.50, 3.10], [-2.15, 0.26, -2.97], [-2.72, 2.31, 0.65], [4.85, -0.52, -0.08], [-3.23, -1.02, -2.39], [0.54, 3.60, 0.48], [-2.47, -0.30, -2.09], [0.21, -3.19, 0.79], [3.27, 2.80, -0.88], [2.66, -0.68, -1.78], [-3.00, -3.78, 1.71], [-1.13, 1.40, -0.45], [-4.08, 2.39, 0.85], [-0.87, -3.72, 1.47], [4.28, -1.76, -0.16], [-1.33, -1.00, -1.57], [-0.71, -4.43, 2.27], [1.22, -3.47, 1.03], [-2.20, 1.45, -0.30], [-3.46, -2.15, -0.08], [1.90, 1.67, 0.75], [-4.42, 0.73, -0.85], [3.44, 3.66, -1.51], [-4.93, 1.59, 0.10], [6.06, -0.42, -0.01], [1.24, 3.79, -0.15], [2.80, 0.62, 0.78], [0.39, 0.64, 2.29], [-0.04, -2.28, -0.22], [3.92, 0.64, -0.05], [0.22, -0.06, -2.66], [2.13, 2.77, -0.10], [-6.00, 1.65, 0.25], [2.95, -2.09, -0.27], [-1.37, -1.91, -0.54], [2.23, -1.42, -1.10], [0.74, 1.75, 1.48], [-0.58, 0.88, 2.71], [-2.18, -3.35, 1.16], [-0.03, -0.76, -1.89], [-4.49, 3.06, 1.59], [4.16, 1.74, -0.86], [4.88, -2.55, 0.04], [-3.05, 0.65, -1.06], [5.04, 1.75, -1.48], [-2.45, -2.44, 0.15], [0.81, -1.52, -1.10]], "smiles": "COc1cc(C(=O)N/N=C/c2cn(Cc3ccccc3)c3ccccc23)ccc1O", "lumo_ev": 0.50, "relative_energy_kcal_mol": 33.7}

[2]
{"formula": "C16H49AsF6N11O7", "method": "the ωB97M-V functional and the def2-TZVPD basis", "elements": ["C", "C", "H", "H", "N", "C", "C", "O", "H", "N", "O", "H", "H", "H", "C", "F", "C", "H", "H", "H", "H", "H", "H", "O", "C", "F", "C", "H", "N", "H", "H", "C", "H", "H", "H", "N", "C", "C", "H", "H", "N", "H", "H", "H", "N", "F", "H", "H", "N", "C", "H", "H", "H", "H", "H", "H", "H", "C", "H", "F", "H", "O", "H", "H", "H", "H", "H", "O", "N", "H", "C", "C", "H", "H", "H", "F", "H", "O", "N", "As", "N", "C", "F", "H", "O", "H", "N", "H", "H", "H"], "coordinates": [[2.06, 0.89, 8.58], [-4.33, -6.52, 2.36], [1.30, -1.99, -9.33], [-5.49, 0.92, -3.97], [-1.75, 7.50, 5.18], [-2.41, 6.50, 4.59], [-0.37, -1.00, -8.91], [-0.22, -0.94, 8.76], [5.96, -2.80, 2.52], [-3.61, -6.01, 1.49], [1.70, 7.53, -6.40], [0.04, -2.85, 9.47], [6.91, -1.34, 2.20], [-7.20, 4.17, -4.35], [6.59, -2.30, 1.79], [-1.22, -0.59, -1.01], [8.57, -5.04, 0.32], [10.09, -5.02, -1.35], [0.51, 2.56, 9.01], [2.19, 7.99, -4.13], [2.57, -0.05, 8.36], [-3.91, -5.09, 1.20], [6.42, -4.65, 1.11], [-1.45, -0.46, -9.17], [9.61, -4.35, -0.64], [-1.61, 1.77, 0.02], [-6.53, 2.26, -5.25], [-1.49, 7.44, 6.15], [0.43, -1.65, -9.72], [0.25, -1.55, -10.71], [-7.19, 0.28, -4.29], [-7.11, 3.12, -4.10], [1.27, -2.44, 8.32], [1.23, 5.12, -6.59], [-0.77, 2.38, 8.11], [-2.46, 6.50, 3.26], [0.12, -0.22, 7.55], [0.76, 1.07, 7.90], [1.82, 6.25, -3.64], [9.07, -3.50, -1.05], [1.31, 5.48, -5.65], [-5.55, 2.72, -5.39], [1.40, 4.93, -4.81], [-8.04, 2.64, -3.79], [-7.47, 2.35, -6.37], [1.13, 0.03, -1.54], [10.41, -3.89, -0.05], [-6.43, 3.04, -3.25], [8.23, -6.41, -0.16], [1.56, 6.71, -5.54], [-4.49, -8.18, 3.36], [7.53, -6.74, 0.50], [7.08, -3.71, -0.34], [-1.46, 8.29, 4.62], [1.14, -0.85, -7.80], [0.67, -0.80, 6.80], [9.07, -6.90, 0.12], [0.22, -2.29, 8.55], [-5.27, -2.04, -6.18], [0.78, 2.32, -0.73], [2.80, 1.66, 8.33], [-2.95, 5.64, 5.25], [6.04, -1.95, 0.91], [-0.30, -0.47, -6.90], [-2.65, -6.33, 1.48], [-2.89, 5.66, 2.92], [2.07, 0.89, 9.67], [-5.42, -6.06, 2.76], [1.80, 7.06, -4.24], [-8.38, 2.12, -6.00], [7.28, -4.20, 0.61], [-6.32, 0.82, -4.67], [-2.85, -7.90, 2.74], [9.00, -5.19, 1.31], [0.83, 1.57, 6.94], [-0.94, 1.23, -2.42], [-4.73, -1.26, -4.67], [7.67, -3.06, 1.40], [-0.13, 1.85, 8.69], [-0.23, 0.85, -0.78], [-3.81, -7.63, 2.85], [-5.50, -1.28, -5.44], [0.30, 0.33, 0.84], [-0.27, -2.90, 7.79], [-5.88, 0.03, -5.85], [-0.80, -0.14, 6.96], [0.13, -0.87, -7.72], [-2.11, 7.29, 2.73], [-7.62, 3.32, -6.62], [-6.35, -1.68, -4.88]], "charge": -1, "lumo_ev": 2.12}

[3]
{"formula": "C16H12BBrN3O4Zn", "method": "the ωB97M-V functional and the def2-TZVPD basis", "elements": ["H", "Br", "H", "Zn", "C", "H", "H", "C", "B", "N", "N", "H", "C", "C", "H", "C", "H", "C", "H", "C", "O", "O", "C", "C", "C", "C", "N", "H", "H", "C", "C", "H", "O", "H", "C", "O", "C", "C"], "coordinates": [[9.74, 5.05, 6.07], [8.17, 10.32, 3.23], [11.43, 14.29, 7.40], [10.97, 10.54, 4.40], [8.11, 9.16, 4.76], [5.89, 7.63, 6.87], [7.38, 5.78, 6.53], [7.00, 9.00, 5.51], [10.26, 14.05, 7.38], [13.85, 10.76, 6.11], [10.22, 11.58, 6.18], [12.46, 7.76, 4.16], [14.60, 11.83, 6.41], [7.66, 6.76, 6.15], [12.11, 5.78, 5.42], [11.46, 7.60, 4.58], [9.70, 14.79, 6.65], [6.78, 7.80, 6.23], [13.85, 9.82, 6.49], [14.66, 14.38, 5.68], [15.29, 14.73, 6.79], [14.62, 15.07, 4.68], [9.22, 8.28, 4.98], [8.93, 6.96, 5.55], [12.05, 13.01, 3.93], [11.24, 6.37, 5.20], [12.93, 11.08, 5.13], [6.26, 9.84, 5.57], [9.76, 13.96, 8.49], [9.97, 6.01, 5.63], [10.19, 12.58, 6.76], [15.00, 14.18, 7.55], [12.00, 14.24, 3.81], [15.37, 11.81, 7.18], [13.07, 12.35, 4.85], [11.32, 12.08, 3.31], [14.16, 12.94, 5.68], [10.50, 8.59, 4.47]], "charge": -1, "lumo_ev": 2.23}

[4]
{"formula": "C8H10", "method": "the ωB97M-V functional and the def2-TZVPD basis", "elements": ["C", "H", "H", "H", "H", "C", "H", "C", "C", "C", "H", "C", "C", "C", "H", "H", "H", "H"], "coordinates": [[-2.07, 1.12, 0.43], [-1.00, 2.44, -0.90], [2.90, 1.97, -0.25], [2.94, -1.00, 0.69], [-1.35, -0.89, -1.88], [-1.91, -0.30, 0.91], [-2.93, 1.71, 0.70], [-0.47, -0.86, -1.25], [-0.61, -0.74, 0.26], [-0.15, 0.41, -0.57], [-2.76, -0.91, 0.60], [3.39, -0.04, 0.45], [2.69, 0.97, 0.04], [-1.09, 1.49, -0.41], [4.46, 0.00, 0.62], [0.33, -1.49, -1.59], [0.07, -1.34, 0.85], [-1.84, -0.35, 2.00]], "s_squared": 2.02, "lumo_ev": [1.19, -0.68], "spin_multiplicity": 3, "relative_energy_kcal_mol": 56.9}

[5]
{"formula": "C14H20RhS2", "method": "the ωB97M-V functional and the def2-TZVPD basis", "elements": ["C", "H", "H", "H", "C", "H", "Rh", "H", "C", "H", "H", "S", "H", "C", "H", "C", "C", "C", "H", "C", "H", "H", "H", "C", "C", "H", "H", "S", "C", "H", "C", "C", "H", "C", "H", "H", "H"], "coordinates": [[1.52, -0.13, -2.59], [-0.52, -1.89, 2.45], [-2.88, -0.59, -2.27], [4.44, -0.85, -1.34], [-1.44, 1.31, 1.87], [1.26, 0.59, 3.17], [-0.31, 0.48, -0.03], [4.37, 0.90, -1.43], [-0.76, 0.25, 2.48], [4.17, -0.06, -2.90], [2.50, -1.07, -4.25], [-0.15, -0.21, -2.28], [-2.98, 1.93, 0.50], [0.25, 0.48, 3.58], [-6.10, -0.11, -0.43], [-3.98, -0.47, -0.39], [-3.70, -0.04, -1.83], [3.94, -0.01, -1.84], [1.08, -0.12, -4.69], [2.46, -0.06, -1.56], [-1.26, 2.33, 2.21], [-4.58, -0.21, -2.45], [2.59, 0.69, -4.26], [-2.80, -0.22, 0.52], [-5.24, 0.20, 0.16], [0.01, 1.39, 4.13], [-3.46, 1.03, -1.88], [2.01, -0.04, 0.08], [-1.05, -1.04, 2.02], [-5.17, 1.29, 0.08], [-2.05, -1.27, 1.06], [-2.43, 1.08, 0.90], [-4.15, -1.55, -0.39], [1.94, -0.16, -4.04], [0.25, -0.36, 4.27], [-5.42, -0.06, 1.20], [-2.27, -2.29, 0.76]], "s_squared": 6.02, "charge": 1, "lumo_ev": [-2.85, -5.53], "spin_multiplicity": 5}

[6]
{"formula": "C35H32AsF6N6O4STi", "method": "the ωB97M-V functional and the def2-TZVPD basis", "elements": ["O", "F", "S", "C", "H", "C", "H", "H", "H", "H", "H", "C", "C", "C", "C", "F", "H", "As", "H", "N", "C", "H", "N", "C", "C", "C", "C", "C", "H", "N", "H", "H", "F", "H", "H", "C", "H", "C", "C", "H", "H", "H", "H", "C", "H", "H", "C", "C", "H", "C", "C", "F", "H", "F", "C", "C", "O", "N", "C", "O", "H", "C", "H", "H", "N", "C", "F", "H", "O", "H", "C", "C", "H", "H", "H", "H", "N", "C", "C", "C", "C", "C", "C", "Ti", "C", "C"], "coordinates": [[2.65, 0.65, 0.40], [2.34, -0.69, 5.77], [0.53, -1.05, -1.11], [1.82, 2.51, -3.91], [-1.02, 3.98, 0.54], [1.04, 3.40, 0.80], [-0.66, 6.36, 1.03], [-0.41, -4.26, 3.91], [4.68, -3.49, 1.19], [-0.45, 2.19, 2.79], [0.08, -3.71, -2.07], [0.17, 5.67, 1.06], [4.12, -2.91, 1.93], [-2.07, -0.05, 1.17], [2.52, 5.25, 1.39], [0.62, 1.00, 5.25], [-3.42, -4.89, -3.28], [2.06, 0.43, 4.46], [1.98, -3.92, 3.41], [-1.87, -1.22, -1.00], [1.65, 7.54, 1.62], [-4.57, -1.00, -4.65], [2.25, -2.35, 0.46], [-3.24, 0.47, -2.84], [0.89, -2.08, 0.29], [-4.03, -1.63, -3.95], [2.66, -2.94, 1.67], [-0.51, -4.58, -1.81], [-3.48, -1.27, 0.23], [-1.00, 0.83, 1.28], [-3.80, -0.49, 2.47], [1.26, 2.93, -4.73], [1.13, -0.78, 3.62], [-2.39, 0.78, -2.24], [3.67, 2.23, -4.97], [-2.62, -3.25, -2.17], [4.49, -1.88, 1.90], [-4.51, 1.06, -2.23], [-2.47, -0.87, 0.09], [-1.34, -2.85, 3.37], [3.51, 5.62, 1.64], [3.15, 3.24, 1.18], [-4.47, 2.15, -2.25], [-0.79, -3.73, 3.03], [0.05, -5.16, -1.07], [-2.47, -5.06, -1.07], [3.80, 1.54, -2.95], [3.15, 2.12, -4.03], [-3.09, 0.89, -3.84], [-1.87, -4.16, -1.24], [1.69, -3.46, 2.47], [1.77, 1.55, 3.14], [-1.50, -4.38, 2.51], [3.51, -0.13, 3.68], [-2.31, 1.02, 3.13], [-3.38, -3.80, -3.19], [-0.99, 3.13, -3.19], [1.85, 1.82, -1.66], [2.31, 3.91, 1.12], [-0.61, 2.04, -1.26], [-1.72, -3.67, -0.27], [-3.29, -1.03, -2.94], [-2.63, 1.35, 4.10], [-4.63, 0.75, -1.19], [1.82, 8.66, 1.83], [-2.59, -1.85, -2.03], [2.99, 1.65, 5.28], [-0.64, -5.19, -2.71], [4.68, 0.20, -0.46], [-5.41, 0.74, -2.78], [-1.17, 1.46, 2.46], [-2.89, 0.07, 2.30], [4.82, 1.17, -3.00], [2.89, -1.66, 0.07], [-4.67, -3.46, -4.88], [4.33, -3.31, 2.92], [-0.02, -2.57, 1.04], [3.10, 1.41, -1.76], [0.34, -3.32, 2.14], [-4.08, -3.01, -4.09], [-0.02, 4.32, 0.78], [1.19, 2.33, -2.69], [3.57, 0.69, -0.51], [0.77, 1.33, 0.15], [-0.28, 2.55, -2.39], [1.45, 6.14, 1.36]], "s_squared": 3.79, "charge": -2, "lumo_ev": [4.09, 3.30], "spin_multiplicity": 4}

Asked for DFT total energy across the records above, the calculation gives -1317.142477, -4603.122636, -5460.431468, -310.572475, -1452.114571, -6065.418332 hartree in order.
Asked for molecular weight across the records above, the calculation gives 399.4, 696.5, 466.4, 106.2, 355.4, 869.5 u in order.